No. 1
{
  "formula": "C4H23NO6S",
  "method": "wB97M-V/def2-TZVPD",
  "symbols": ["H", "O", "H", "O", "H", "C", "H", "H", "H", "H", "C", "H", "H", "H", "H", "H", "H", "H", "H", "H", "H", "C", "H", "O", "H", "O", "H", "C", "O", "H", "S", "N", "H", "H", "O"],
  "coordinates": [[0.18967, 1.88301, -0.20636], [2.15841, 1.96661, -2.06035], [0.26917, 0.44704, 2.59002], [-2.03963, 0.45728, 3.52268], [1.26512, 1.75052, -1.85237], [-0.12902, 0.53780, 1.56028], [-1.22280, 0.66360, 1.54421], [-0.46651, 1.95604, -2.46825], [1.37379, -1.11947, 0.71920], [-2.05917, -0.90078, -2.04663], [0.29891, -0.74169, 0.73801], [-0.02397, 2.80823, 1.28117], [-0.17614, -0.72616, -0.29057], [4.10726, -0.34285, -0.92739], [-2.47821, -0.68810, 0.29973], [0.21975, -2.91465, -0.71501], [2.23013, 1.97256, 2.01037], [-1.52755, -0.38179, 3.52005], [-1.36330, -3.48973, -0.35119], [-2.67637, -1.67231, -3.03073], [2.28363, 1.17048, 0.54932], [-0.40181, -3.36707, 0.09674], [-0.49155, 0.42908, -2.81838], [-2.53894, -0.38315, -0.58724], [-1.96059, 0.33483, -0.60364], [3.21025, -0.10259, -0.78641], [3.11836, 0.62683, -1.44648], [0.40156, 1.81659, 0.89763], [-0.39851, 1.14363, -2.07964], [-2.87154, 0.17967, 4.00577], [-0.41626, -2.15686, 1.56991], [1.84271, 1.91767, 1.06720], [-0.22152, -4.44408, 0.47088], [2.38235, 2.60448, -1.30268], [-1.88769, -1.23470, -2.86984]],
  "charge": 0,
  "max_force_ev_per_a": 5.2,
  "relative_energy_ev": 1.7764,
  "homo_energy_ha": -0.3097,
  "smiles": "CSCCCN.O.O.O.O.O.O",
  "e_tot_ha": -1070.516181,
  "gap_ev": 9.0,
  "lumo_ev": 0.537
}

---

No. 2
{
  "formula": "CH4N2O2S",
  "method": "wB97M-V/def2-TZVPD",
  "symbols": ["C", "H", "H", "H", "S", "O", "H", "O", "N", "N"],
  "coordinates": [[0.01883, 2.06908, -0.14965], [-0.44730, -2.44925, -0.57830], [0.65412, -1.74607, -1.35343], [1.25045, 0.98228, 0.60524], [-0.11948, -0.49493, 0.40966], [-0.78292, 1.07011, -0.23301], [-0.53184, 3.05929, -0.03331], [-1.05710, -0.94786, 1.40268], [-0.25364, -1.51036, -0.92514], [1.26890, -0.03229, 0.85525]],
  "charge": 0,
  "max_force_ev_per_a": 3.5,
  "relative_energy_ev": 5.0988,
  "homo_energy_ha": -0.3379,
  "e_tot_ha": -698.487947,
  "gap_ev": 8.9,
  "lumo_ev": -0.268
}

---

No. 3
{
  "formula": "C19H26ClN5O6OsS",
  "method": "wB97M-V/def2-TZVPD",
  "symbols": ["C", "O", "H", "H", "C", "H", "C", "C", "H", "C", "C", "C", "H", "H", "N", "H", "H", "H", "C", "S", "C", "C", "H", "O", "H", "Os", "O", "C", "C", "N", "H", "C", "H", "N", "C", "H", "H", "H", "C", "H", "H", "O", "H", "N", "C", "O", "C", "H", "H", "C", "H", "H", "H", "H", "N", "O", "H", "C", "Cl"],
  "coordinates": [[1.28951, 1.34245, 2.93262], [0.02945, -1.62693, -2.17825], [-0.55457, 2.84803, 5.33943], [-4.45945, -3.97717, 0.12108], [0.84596, 4.61213, -0.87542], [4.90024, -0.52507, -3.25731], [-3.05322, -2.76914, -0.94962], [-4.54712, -4.27077, -2.02195], [-0.87722, 1.27306, 6.07639], [-2.41588, -2.04254, 0.18508], [1.56255, 2.50332, 0.86259], [3.19575, -2.07752, 0.28084], [0.68583, 1.56986, 5.33869], [4.90077, -3.07672, -0.70685], [3.83248, -1.51737, -1.73901], [-0.62883, 1.99433, -2.51218], [0.82111, 5.18905, -1.79492], [-2.61258, 0.31796, 4.80839], [4.51688, -1.51818, -3.04016], [-1.34792, -1.17940, -1.99098], [-0.20939, 1.06769, 2.91660], [-0.28991, 3.02173, -2.44262], [5.34653, -2.21547, -2.98533], [-2.60338, -2.23328, 1.34936], [-2.90856, 1.93349, 4.13637], [0.39916, -0.63525, 0.37103], [1.77273, 1.31340, 1.59658], [-2.37375, 0.99549, 3.99112], [-4.06415, -3.70603, -0.84834], [-0.92871, 1.25515, 3.99898], [1.80755, 0.55159, 3.47655], [-2.55086, -2.41852, -2.19264], [2.35538, -0.03047, -2.07133], [0.48820, 3.22422, -1.20547], [4.09594, -2.36319, -0.68220], [0.12537, 5.03675, -0.17679], [1.84897, 4.67592, -0.46205], [-2.64042, -2.64928, -4.33758], [2.80000, -0.75615, -1.41215], [-4.43956, -4.34834, -4.16251], [3.09256, -2.50070, 1.26235], [0.47887, 1.03804, -0.75865], [3.82527, -1.83654, -3.81534], [-1.50423, -1.06343, -0.32654], [-3.02850, -2.95074, -3.37461], [-1.71541, 0.03646, -2.64817], [0.79764, 2.23194, -0.42190], [1.52631, 2.29382, 3.40867], [0.33779, 3.27329, -3.29601], [-0.37647, 1.77618, 5.25275], [2.53525, 2.93154, 0.60624], [-2.66194, 0.54692, 3.04764], [-1.14534, 3.69395, -2.41768], [-5.33882, -5.00587, -1.97365], [2.38463, -1.03795, -0.17011], [-0.71561, 0.65404, 1.84144], [1.01536, 3.24827, 1.44601], [-4.03776, -3.89846, -3.26489], [0.41553, -2.21964, 1.86638]],
  "charge": 2,
  "max_force_ev_per_a": 0.6,
  "relative_energy_ev": 0.2687,
  "homo_energy_ha": [-0.5294, -0.5382],
  "e_tot_ha": -2413.352024,
  "s_squared": 6.0156,
  "gap_ev": [8.4, 6.7],
  "lumo_ev": [-5.955, -7.930],
  "multiplicity": 5
}

---

No. 4
{
  "formula": "C13H82FN2O31S",
  "method": "wB97M-V/def2-TZVPD",
  "symbols": ["O", "H", "H", "H", "O", "C", "H", "H", "H", "O", "O", "O", "O", "H", "H", "S", "H", "H", "H", "O", "H", "H", "C", "H", "H", "O", "O", "H", "C", "H", "O", "H", "H", "H", "O", "C", "C", "O", "H", "H", "H", "C", "O", "O", "H", "H", "O", "C", "O", "H", "O", "H", "O", "H", "O", "H", "H", "H", "O", "C", "H", "H", "H", "F", "H", "H", "H", "H", "H", "O", "H", "H", "H", "H", "O", "H", "H", "H", "H", "H", "H", "H", "H", "H", "O", "N", "H", "H", "H", "H", "H", "O", "O", "H", "H", "H", "C", "H", "O", "H", "H", "H", "H", "O", "H", "H", "O", "H", "H", "C", "H", "H", "C", "N", "H", "H", "O", "O", "H", "H", "H", "H", "H", "O", "H", "H", "H", "C", "C", "H"],
  "coordinates": [[2.24032, 1.84160, 7.14080], [0.33807, 1.73572, 1.58916], [1.78406, 1.77078, -4.32252], [-5.59814, 3.67440, 3.44139], [-3.16323, 2.15605, 0.62947], [0.01125, 0.21261, 0.13098], [7.23778, 0.59332, -4.52052], [-0.87887, 2.23026, 6.84955], [4.08358, 2.01590, -4.09386], [-3.88851, -3.60091, -4.41203], [-4.96005, -5.68486, -6.59941], [-5.17417, -0.82954, -3.23797], [-0.17689, 0.42900, -5.54507], [-0.50438, 2.60144, 5.41591], [-2.89599, 0.13239, -0.64803], [4.69215, -0.24710, -3.90102], [4.86479, -5.09215, -1.12420], [7.44972, -5.26997, -0.35108], [-4.46473, -6.07741, -1.75802], [-0.40674, 2.90532, 6.34595], [-6.01457, -0.71893, -2.78630], [1.29518, -3.45655, -3.27001], [4.41591, -1.25556, -2.51913], [1.01767, -1.11162, 7.67764], [-6.90429, -1.19418, 4.05990], [-2.09966, -7.87837, -4.87487], [2.64808, 3.74334, 4.71557], [-5.11550, 4.74104, 1.38442], [-2.07164, 0.00967, -1.35389], [-1.81123, 2.13887, 3.29254], [-4.99251, -5.69795, -2.46702], [-1.94214, 6.66227, 1.21451], [0.24256, -0.88486, 8.97801], [2.30347, 0.87962, 2.45601], [5.46939, -5.81857, -1.32313], [-0.91758, -0.38906, 1.20417], [-0.80837, 0.85112, -1.01194], [6.92412, -2.53377, 1.03073], [2.30264, -0.36481, 1.23186], [-3.31693, 4.62831, 5.29968], [4.70389, 5.78971, -3.81262], [3.69813, 1.21146, -3.47031], [-6.05686, -0.74247, 4.09631], [-4.75326, 5.25565, 0.65336], [-0.91792, -5.13661, -4.06190], [2.00934, 1.06555, 7.66411], [-3.44143, 0.47495, 4.02400], [1.47350, 1.15547, -2.27298], [2.06342, -3.68219, -3.80581], [-0.71093, -2.81553, 4.31845], [-1.33223, 3.83098, 9.39323], [-0.44169, -0.47563, -5.73463], [-2.55610, 7.04428, 0.57784], [-2.46428, 4.75445, -1.97042], [-1.02747, 1.82792, 3.76750], [6.14168, 3.70190, -2.38754], [-1.44291, -7.47214, -5.44753], [2.69728, -2.98429, -3.61287], [8.05284, 0.97150, -4.87319], [2.23581, 0.71978, 1.37792], [2.49995, -2.48739, -0.36524], [-1.81818, -7.61118, -3.99149], [-4.72017, -3.60579, -3.92438], [-2.74554, -2.18504, -2.32596], [-0.99528, 3.72655, 8.49653], [-1.96025, 3.94852, 5.18520], [7.77014, 1.76808, -5.33064], [5.76942, -5.63416, -2.21931], [-3.39637, 0.24462, 3.08453], [-2.60600, 4.45350, 4.67405], [-2.78860, 2.52474, -0.18965], [1.37477, 2.18152, 6.87162], [-3.34882, 4.82119, -0.68542], [-2.43859, 0.41224, -2.30984], [-3.39587, -2.47425, 1.33343], [6.23299, 4.01357, -3.87676], [1.13363, 2.03580, 0.05331], [-3.29891, -3.09749, -3.82850], [-2.01894, 7.61942, 0.02648], [-4.42609, 6.07477, 1.04080], [-4.06737, 3.82344, 3.36997], [1.64038, 2.17812, -1.91312], [-1.90537, 0.06598, 1.16392], [-0.50313, -0.20654, 2.19838], [5.61188, 3.74540, -3.19066], [5.27811, -1.94577, -1.86196], [-6.22473, 0.15013, 3.77600], [-1.70603, -1.97269, -0.61153], [-0.94636, -1.47272, 1.10264], [-4.54957, -1.15244, -2.57506], [-1.37278, 1.09313, 4.29265], [8.28253, -5.58813, 0.02235], [4.83583, 6.41675, -4.53519], [-0.79424, -1.60053, -2.07804], [-3.98653, -0.21603, 4.41679], [3.94029, 1.48675, -2.44224], [2.17327, 1.02789, -3.62669], [-0.44159, 1.69372, -2.96345], [0.72514, -0.42401, 8.28592], [2.01348, 0.03035, -4.03815], [-0.81335, 3.21533, 9.91924], [0.04751, -3.26621, 3.07237], [6.31038, -2.73354, 0.31154], [-2.73826, 4.26776, -1.19149], [-3.87209, 2.75637, 0.88480], [3.11974, 1.17620, 0.92542], [-4.84652, 3.57785, 2.85053], [8.00262, -6.10047, 0.78569], [7.77753, -2.42712, 0.60112], [-1.73616, -1.43913, -1.55833], [-5.79270, -5.71029, -6.11996], [-0.14772, -0.03720, -2.94697], [0.92142, 1.27111, 0.79428], [4.55921, -2.60016, -0.85418], [-3.93182, -3.09480, 1.83611], [-3.48555, -2.75518, 0.41575], [3.15582, -1.39396, -2.02520], [-1.30588, -5.45812, -3.24121], [1.96961, 0.49471, -1.56063], [-2.16560, -5.01894, -3.21153], [-0.91232, 0.80463, -5.04862], [-4.48813, -5.88282, -3.26907], [0.66686, -0.60489, -0.27338], [-0.21303, -2.48327, 3.56632], [-4.36522, -5.19237, -6.01861], [3.95771, 6.75847, -4.72526], [3.19197, 3.16500, 5.26262], [3.34606, -2.22340, -0.97849], [-0.02600, 0.88689, -2.33575], [1.84200, 3.84394, 5.23050]],
  "charge": -1,
  "max_force_ev_per_a": 1.1,
  "homo_energy_ha": -0.0749,
  "e_tot_ha": -3484.442011,
  "gap_ev": 3.2,
  "lumo_ev": 1.130
}

---

No. 5
{
  "formula": "C16H19BrTl",
  "method": "wB97M-V/def2-TZVPD",
  "symbols": ["H", "C", "H", "C", "H", "C", "C", "H", "H", "Br", "C", "H", "H", "H", "C", "H", "H", "C", "C", "H", "H", "H", "Tl", "C", "H", "C", "H", "H", "H", "C", "C", "C", "C", "H", "C", "C", "H"],
  "coordinates": [[-1.22509, -2.31638, -0.07009], [-0.92333, -0.09675, 1.88485], [-0.31790, 0.95352, -6.59188], [0.14274, -1.48257, 4.81469], [0.61385, -1.57516, -6.32994], [-1.89380, -0.20504, 0.77159], [1.37640, 0.72123, 4.69515], [2.24396, 0.12475, 4.37350], [0.17602, -1.45122, 5.91116], [1.00423, -2.27310, -2.43276], [1.61328, 1.54183, -5.61169], [-2.85430, -0.41193, 1.27438], [-1.10643, 0.74847, 5.93554], [-2.03220, 2.07902, 0.16593], [-2.08355, 0.59843, -1.44902], [3.01277, -1.46800, -5.18111], [1.55434, 2.62239, -5.56776], [-0.16618, -0.04611, 2.83026], [2.70062, 0.74892, -5.14403], [3.62481, 1.11115, -4.71295], [-0.76146, -2.06336, 4.51543], [1.42898, 0.75370, 5.79187], [0.97543, 0.59841, -2.60713], [1.11530, -0.66814, -6.02281], [-2.30255, 1.19540, -2.36015], [-1.16792, 0.75432, 4.84166], [-1.09152, 1.81556, 4.51424], [1.10726, -1.92738, 4.49799], [1.31483, 1.77010, 4.36599], [0.08905, -0.01451, 4.29756], [0.63073, 0.66576, -6.15513], [-1.78330, -0.81260, -1.51307], [-2.01716, 1.02383, -0.15193], [-1.69326, -1.36211, -2.44963], [-1.56714, -1.30302, -0.25064], [2.38725, -0.61569, -5.40000], [-2.12479, 0.26627, 4.51994]],
  "charge": -1,
  "max_force_ev_per_a": 1.9,
  "homo_energy_ha": -0.1200,
  "e_tot_ha": -3367.514958,
  "gap_ev": 5.6,
  "lumo_ev": 2.348
}